[1]
95
Properties=species:S:1:pos:R:3:forces:R:3 method="wB97M-V/def2-TZVPD" energy_ha=-3060.9668 lumo_ev="-1.5673 / -1.5672" de_lowest_ev=9.950 gap_ev="4.63 / 4.60" e_homo_ev="-6.20 / -6.16" molar_mass_g_mol=976.225 charge=0
Ta 0.0000 0.0000 0.0000 1.922 6.154 -1.314
O 1.6547 0.1320 1.4862 -2.437 1.137 -3.063
C 2.2253 -1.0194 1.8557 0.734 -1.288 0.640
C 1.3219 -2.2381 1.3525 0.201 -1.480 0.411
C 1.2931 -2.5837 -0.1257 0.569 -0.782 0.595
C 2.1002 -3.5734 -0.6779 -0.046 0.057 -0.384
C 2.1291 -3.7247 -2.0642 -0.070 0.291 0.326
C 1.4247 -2.8243 -2.8578 0.064 0.000 0.439
C 0.6501 -1.8643 -2.2226 0.182 0.859 -1.114
C 0.1991 -0.5880 -2.8954 -0.801 -0.576 -1.227
C 1.2172 0.6164 -2.7317 -0.143 -0.021 -1.859
O 1.5491 0.7136 -1.4379 -0.982 -1.410 4.025
C 2.4564 0.2943 -3.6349 0.262 -0.151 -0.538
C 3.6135 -0.3254 -3.1319 -0.586 0.114 0.229
C 4.6843 -0.6735 -3.9595 -0.470 0.181 0.040
C 4.6217 -0.4123 -5.3247 -0.043 0.010 0.139
C 3.4851 0.1901 -5.8582 -0.298 0.002 0.477
C 2.4142 0.5310 -5.0242 0.164 -0.114 0.325
C 0.6073 1.9957 -3.1501 0.948 0.912 -1.909
C 1.3672 3.1763 -2.9863 -0.044 -1.710 0.347
C 0.8869 4.4235 -3.3934 -0.722 0.088 -0.475
C -0.3686 4.5253 -3.9814 5.733 0.520 -3.199
C -1.1429 3.3795 -4.1563 3.989 -3.094 -5.804
C -0.6584 2.1307 -3.7465 2.683 -0.816 -1.800
N 0.4542 -1.8688 -0.8953 3.765 -1.339 0.173
C 3.6777 -1.1727 1.2904 0.597 -0.350 0.035
C 4.4225 -2.3451 1.5397 -0.014 0.430 -0.275
C 5.7291 -2.5008 1.0605 -0.535 0.187 0.105
C 6.3326 -1.4792 0.3314 -0.143 0.122 -0.026
C 5.6307 -0.3036 0.0883 -0.449 -0.266 0.195
C 4.3242 -0.1559 0.5647 -0.703 -0.038 0.059
C 2.2553 -0.9944 3.4308 0.340 -0.583 0.540
C 3.4080 -0.6008 4.1435 -0.333 -0.162 -0.264
C 3.4588 -0.6298 5.5410 -0.354 0.058 -0.488
C 2.3407 -1.0209 6.2699 -0.026 0.024 -0.132
C 1.1690 -1.3599 5.5992 0.158 0.180 -0.517
C 1.1267 -1.3385 4.2001 0.401 0.121 -0.100
H 0.2713 -2.0752 1.6350 1.249 -0.335 0.119
H 1.6148 -3.1500 1.8933 0.046 0.211 -0.121
H 2.7432 -4.1692 -0.0452 -0.044 0.054 0.031
H 2.7919 -4.4497 -2.5194 -0.080 -0.061 0.020
H 1.5775 -2.7845 -3.9280 -0.124 0.026 0.026
H -0.7694 -0.3298 -2.4409 0.547 0.114 -0.625
H -0.0106 -0.7910 -3.9544 0.187 0.097 0.123
H 3.6500 -0.5629 -2.0695 0.068 0.154 -0.138
H 5.5503 -1.1541 -3.5177 -0.012 0.037 -0.081
H 5.4523 -0.6813 -5.9667 -0.037 0.032 0.002
H 3.4212 0.3974 -6.9205 0.009 -0.016 0.068
H 1.5313 0.9908 -5.4582 0.069 0.045 0.031
H 2.3401 3.0938 -2.5036 -0.202 0.058 -0.072
H 1.4979 5.3042 -3.2266 -0.217 -0.012 0.029
H -0.7502 5.4934 -4.2845 0.110 -0.128 -0.104
H -2.1307 3.4492 -4.5967 2.493 -1.531 -3.325
H -1.2907 1.2614 -3.8884 0.453 0.062 -0.465
H 3.9694 -3.1415 2.1214 0.067 -0.022 0.028
H 6.2654 -3.4221 1.2557 -0.013 0.044 0.020
H 7.3373 -1.5972 -0.0566 -0.011 -0.036 0.062
H 6.0622 0.5011 -0.4974 0.060 -0.088 0.083
H 3.7685 0.7539 0.3297 0.075 -0.239 0.152
H 4.2790 -0.2526 3.5941 -0.082 -0.183 0.051
H 4.3709 -0.3289 6.0442 -0.082 -0.023 -0.013
H 2.3728 -1.0316 7.3530 -0.004 -0.043 -0.045
H 0.2744 -1.6234 6.1524 0.075 -0.006 0.001
H 0.1890 -1.5559 3.6978 0.181 -0.110 0.164
Cl -6.2277 -4.0080 1.1991 -0.253 -0.167 0.095
C -4.8776 -3.1142 0.6107 0.520 0.246 1.082
C -4.7215 -2.9129 -0.7517 1.295 0.865 -0.711
C -3.6203 -2.1850 -1.2176 -0.759 -0.496 -0.644
C -2.6413 -1.6337 -0.3657 -1.398 -0.810 0.481
O -1.6510 -0.9762 -0.8225 -0.318 0.873 0.881
C -2.8514 -1.8701 1.0111 1.469 0.737 2.060
C -1.8910 -1.3421 2.0161 -3.132 -1.356 -1.242
O -0.8881 -0.6916 1.7556 -0.295 0.989 0.334
C -3.9490 -2.5976 1.5025 -0.553 -0.310 -0.740
H -5.4364 -3.3086 -1.4642 0.035 0.019 0.135
H -3.5083 -2.0332 -2.2916 0.012 -0.002 0.256
H -2.1350 -1.5750 3.0651 0.258 0.139 -0.093
H -4.0719 -2.7556 2.5677 0.026 0.028 -0.048
F -4.7834 6.4028 -5.7059 -0.084 -0.769 0.305
C -5.2729 5.1718 -5.3899 -0.381 0.525 -0.448
F -5.5258 4.5541 -6.5765 0.181 0.138 0.604
F -6.4873 5.3888 -4.8139 0.648 -0.251 -0.151
C -4.3522 4.3641 -4.5050 1.237 -0.130 0.510
C -4.7246 3.0714 -4.1019 -0.554 0.016 -0.716
C -3.8842 2.3116 -3.2829 0.868 0.563 0.154
C -2.6592 2.8337 -2.8550 -4.498 -1.529 4.684
C -2.2808 4.1207 -3.2522 -3.687 2.229 4.806
C -3.1215 4.8807 -4.0714 -2.895 2.171 0.064
C -1.7960 2.0544 -2.0139 -3.095 1.654 0.397
C -1.0783 1.4065 -1.3144 0.681 -1.215 3.767
H -5.6761 2.6512 -4.4272 0.232 0.154 0.065
H -4.1931 1.3116 -2.9824 0.201 0.225 0.005
H -1.3303 4.5409 -2.9273 -3.427 1.018 3.854
H -2.8093 5.8811 -4.3700 -0.268 -0.196 0.201
H -0.1023 1.5607 1.0141 -0.358 -0.721 -0.574



[2]
96
Properties=species:S:1:pos:R:3:forces:R:3 method="wB97M-V/def2-TZVPD" energy_ha=-3684.5031 lumo_ev="-2.7189 / -3.6771" multiplicity=5 s2=6.05 de_lowest_ev=0.000 gap_ev="6.17 / 6.54" e_homo_ev="-8.89 / -10.21" molar_mass_g_mol=935.479 charge=+1
Pd -0.6557 -0.3742 -0.9607 0.484 0.044 -0.050
S 0.6824 -2.6008 4.3054 0.031 -0.013 -0.009
C 0.6774 -3.1012 5.9321 -0.065 -0.021 0.023
C -0.5760 -3.4180 6.3609 -0.039 0.009 -0.053
C -1.5516 -3.2500 5.3441 0.033 -0.012 0.156
C -1.0197 -2.8073 4.1664 -0.146 -0.014 -0.222
C -1.7135 -2.5244 2.9015 0.064 -0.031 0.141
C -1.0086 -1.9234 1.8421 0.198 0.101 0.021
N -1.5424 -1.6477 0.6799 -0.030 0.176 -0.290
C -2.8383 -1.9405 0.4514 -0.080 0.063 -0.323
C -3.6389 -2.5194 1.4348 -0.075 -0.125 0.297
C -5.0249 -2.7910 1.1499 0.114 0.042 -0.017
C -5.5526 -2.4929 -0.0543 0.099 0.055 -0.049
C -4.7431 -1.9051 -1.0918 -0.254 -0.054 -0.089
C -5.2574 -1.5763 -2.3575 -0.071 -0.022 0.109
C -4.4478 -1.0171 -3.3197 0.048 0.050 -0.115
C -3.0969 -0.8052 -2.9732 -0.054 -0.053 -0.061
N -2.5934 -1.0997 -1.7979 -0.119 0.109 0.201
C -3.3987 -1.6367 -0.8485 0.287 -0.040 0.215
C -4.9221 -0.6432 -4.6593 0.075 -0.048 0.175
C -4.2664 0.0956 -5.6042 0.033 0.071 -0.089
C -5.0213 0.2707 -6.7937 0.018 -0.028 0.081
C -6.2357 -0.3397 -6.7262 0.026 0.023 -0.008
S -6.4680 -1.1253 -5.2312 -0.089 -0.062 -0.009
C -3.0429 -2.8110 2.6780 -0.121 0.002 -0.102
H 1.5993 -3.1351 6.4881 0.018 -0.006 0.020
H -0.7971 -3.7570 7.3613 -0.005 0.000 0.014
H -2.6039 -3.4422 5.4955 -0.011 0.008 -0.006
H 0.0350 -1.6435 1.9531 -0.039 -0.021 0.011
H -5.6348 -3.2340 1.9262 -0.005 -0.009 0.011
H -6.5958 -2.6886 -0.2648 -0.008 -0.009 -0.007
H -6.3073 -1.7601 -2.5558 0.006 0.002 -0.014
H -2.4080 -0.3879 -3.6982 -0.017 0.007 0.016
H -3.2806 0.5156 -5.4562 -0.032 0.003 -0.022
H -4.6794 0.8247 -7.6545 0.005 0.007 -0.012
H -7.0075 -0.3715 -7.4767 -0.015 0.003 -0.021
H -3.6478 -3.2668 3.4526 0.012 -0.009 -0.012
F -2.4898 3.5531 2.3743 0.043 -0.062 -0.074
C -2.0820 3.2108 1.1366 -0.040 0.100 0.133
C -1.7460 1.8955 0.8781 0.061 -0.007 -0.040
C -1.3207 1.5483 -0.3954 -0.143 -0.002 0.022
C -1.2713 2.5165 -1.4105 0.018 0.007 -0.067
C -1.5994 3.8284 -1.0753 -0.011 0.075 -0.052
F -1.5034 4.8066 -2.0049 -0.002 -0.030 0.013
C -2.0056 4.2093 0.1844 0.011 -0.079 -0.001
C -0.8961 2.0892 -2.7780 0.003 0.020 0.015
C -1.2649 2.7570 -3.9500 0.040 -0.005 0.087
C -0.9144 2.2206 -5.1740 0.008 -0.010 -0.057
C -0.1982 1.0311 -5.2295 -0.011 0.032 0.012
C 0.1339 0.4274 -4.0339 0.123 -0.047 0.077
N -0.2037 0.9376 -2.8463 -0.174 -0.113 0.024
H -1.8081 1.1701 1.6813 -0.034 -0.011 0.003
H -2.2508 5.2358 0.4104 -0.002 0.012 0.005
H -1.8283 3.6735 -3.8930 -0.024 0.017 -0.014
H -1.2046 2.7269 -6.0856 -0.005 0.007 -0.005
H 0.0940 0.5821 -6.1677 0.005 0.011 -0.017
H 0.7085 -0.4929 -4.0006 -0.050 0.014 -0.010
C 5.8865 1.6321 -1.8843 0.002 -0.022 0.038
N 4.9486 0.5293 -1.7098 -0.078 -0.079 -0.100
C 3.6200 0.5021 -1.8099 0.069 0.000 0.098
S 2.8726 -1.0665 -1.7934 0.045 0.199 -0.080
N 2.8401 1.5672 -1.9106 -0.133 -0.092 -0.133
C 3.1280 2.9889 -1.7694 -0.024 -0.011 0.043
H 6.8748 1.2480 -1.6482 0.008 0.013 -0.020
H 5.6755 2.4488 -1.2000 0.001 0.002 0.019
H 5.8934 1.9979 -2.9110 -0.020 0.007 -0.002
H 5.3469 -0.3935 -1.6266 0.018 0.022 0.090
H 1.8543 1.3199 -1.8836 0.071 0.027 -0.044
H 3.9902 3.2902 -2.3534 0.001 -0.002 -0.023
H 3.2713 3.2646 -0.7236 0.029 -0.005 0.004
H 2.2628 3.5247 -2.1536 0.000 0.018 0.038
C 1.3026 -0.2687 -0.1838 -0.188 -0.282 0.199
C 1.9920 -0.2370 0.8680 0.050 -0.109 -0.038
C 2.7545 -0.2019 2.0331 -0.101 0.146 -0.055
C 4.1194 -0.7428 1.9734 -0.049 0.012 0.020
C 4.3874 -1.8912 1.2244 0.004 -0.080 -0.022
C 5.6749 -2.3952 1.1388 0.004 0.034 -0.010
C 6.7202 -1.7551 1.7927 -0.008 0.014 -0.006
C 6.4678 -0.6050 2.5302 -0.008 0.002 -0.016
C 5.1799 -0.1020 2.6210 0.070 0.052 0.001
C 2.1608 0.3784 3.2267 0.061 0.079 -0.082
C 0.9779 1.1300 3.1246 0.008 -0.027 0.051
C 0.3629 1.6472 4.2491 0.014 -0.048 0.020
C 0.9165 1.4337 5.5071 0.007 -0.004 -0.024
C 2.0843 0.6898 5.6247 -0.008 -0.012 -0.017
C 2.6997 0.1630 4.5027 0.038 -0.010 0.079
H 3.5734 -2.3932 0.7174 0.023 -0.001 0.041
H 5.8618 -3.2939 0.5657 0.001 -0.023 0.003
H 7.7247 -2.1517 1.7311 0.014 -0.004 0.001
H 7.2784 -0.0953 3.0342 0.006 0.002 0.007
H 4.9935 0.8079 3.1775 0.008 -0.016 0.003
H 0.5495 1.3099 2.1477 -0.005 0.018 -0.072
H -0.5492 2.2213 4.1456 -0.002 0.028 -0.007
H 0.4420 1.8451 6.3875 -0.012 -0.010 0.015
H 2.5103 0.5061 6.6022 0.012 0.005 0.015
H 3.5846 -0.4502 4.6163 -0.022 0.027 0.002



[3]
91
Properties=species:S:1:pos:R:3:forces:R:3 method="wB97M-V/def2-TZVPD" energy_ha=-3553.1648 lumo_ev="-7.1097 / -7.1606" multiplicity=2 s2=0.76 gap_ev="5.69 / 5.89" e_homo_ev="-12.80 / -13.05" molar_mass_g_mol=869.814 charge=+2
Rh 0.8494 1.0729 -1.0964 0.776 -1.845 -2.056
O 0.9186 -1.1600 -1.3586 -0.024 0.501 -0.292
S 0.1986 -1.2750 -0.0142 0.058 -0.874 0.221
C -1.2056 -2.3314 -0.3466 0.121 0.142 0.483
C -1.5561 -3.3349 0.5355 0.056 0.098 -0.053
C -2.5784 -4.2540 0.2557 -0.205 -0.087 -0.073
C -3.2352 -4.1511 -0.9437 0.150 0.140 0.048
C -4.3245 -4.9812 -1.5643 0.008 -0.120 0.007
C -4.6195 -4.3028 -2.9268 -0.070 -0.104 -0.062
C -3.6932 -3.1211 -2.9819 0.065 0.221 -0.079
C -3.5181 -2.1406 -3.9211 -0.191 -0.301 -0.016
C -2.6498 -1.0778 -3.6235 0.227 0.154 0.174
C -1.9132 -1.0034 -2.4523 0.372 0.056 -0.162
P -1.3022 0.6456 -1.9965 -0.479 0.915 -0.190
C -1.4449 1.6819 -3.4797 0.218 0.020 0.056
C -2.4364 2.6445 -3.6391 0.064 -0.073 0.091
C -2.3775 3.5137 -4.7202 -0.017 0.058 -0.046
C -1.3408 3.4238 -5.6384 -0.052 0.050 0.032
C -0.3638 2.4471 -5.4952 0.083 -0.017 -0.009
C -0.4096 1.5820 -4.4165 -0.153 -0.086 0.050
C -2.5542 1.1727 -0.7916 0.261 0.039 0.005
C -2.1646 1.7428 0.4183 0.036 0.003 -0.121
C -3.1206 2.1277 1.3458 -0.041 0.016 0.039
C -4.4666 1.9561 1.0598 -0.017 0.021 0.012
C -4.8591 1.3889 -0.1463 -0.030 -0.030 -0.096
C -3.9089 0.9860 -1.0692 0.022 -0.059 0.049
C -1.9567 -2.0935 -1.5291 -0.118 -0.110 -0.122
C -2.9125 -3.0867 -1.8090 0.116 0.135 0.102
C 1.2953 -2.2300 0.9828 -0.412 -0.431 -0.117
C 1.4101 -3.6105 0.7950 -0.273 0.926 -0.169
C 2.1307 -4.4094 1.6727 0.559 -0.252 0.611
C 2.7487 -3.8110 2.7568 -0.240 -0.158 -0.580
C 3.5447 -4.3875 3.8888 0.068 -0.167 0.102
C 4.0148 -3.1609 4.7090 0.151 -0.051 0.163
C 3.4762 -1.9755 3.9668 0.020 0.608 0.008
C 3.6137 -0.6174 4.1788 0.293 -0.723 0.413
C 3.0182 0.2576 3.2818 -0.626 -0.015 -0.991
C 2.2434 -0.1649 2.1857 0.148 0.227 0.457
P 1.8224 1.1992 1.0628 0.740 1.281 0.247
C 3.4697 1.8211 0.5841 -0.159 -0.087 0.016
C 4.0589 2.9676 1.1071 -0.019 -0.050 -0.031
C 5.3185 3.3473 0.6650 0.015 0.029 0.007
C 5.9854 2.5876 -0.2854 0.029 0.008 -0.025
C 5.4010 1.4394 -0.8037 0.014 -0.012 -0.034
C 4.1406 1.0571 -0.3767 -0.070 0.093 0.079
C 1.0112 2.4648 2.0708 -0.146 -0.146 -0.091
C 0.3740 2.1537 3.2703 0.093 -0.004 -0.085
C -0.3220 3.1409 3.9532 -0.082 0.032 0.048
C -0.4038 4.4252 3.4364 -0.040 0.006 0.023
C 0.2035 4.7302 2.2243 0.043 -0.014 -0.041
C 0.9022 3.7517 1.5398 -0.024 -0.028 0.073
C 2.0468 -1.5514 1.9745 0.093 -0.132 0.302
C 2.7270 -2.4126 2.8674 -0.237 0.207 -0.148
H -1.0125 -3.4318 1.4645 0.004 -0.047 -0.001
H -2.8118 -5.0339 0.9680 0.008 0.022 0.023
H -5.2074 -5.0058 -0.9244 0.016 0.002 0.011
H -3.9947 -6.0143 -1.6830 -0.032 0.002 -0.017
H -5.6594 -3.9821 -2.9996 0.012 0.003 -0.018
H -4.4411 -4.9772 -3.7655 0.000 0.003 0.012
H -4.0648 -2.1455 -4.8548 0.004 0.041 0.002
H -2.5819 -0.2564 -4.3256 -0.071 -0.049 -0.014
H -3.2426 2.7253 -2.9230 0.008 0.056 0.027
H -3.1420 4.2700 -4.8393 -0.002 -0.009 -0.006
H -1.2899 4.1216 -6.4636 -0.023 -0.030 -0.022
H 0.4438 2.3795 -6.2122 -0.022 -0.042 -0.005
H 0.3541 0.8209 -4.2916 0.053 0.028 -0.041
H -1.1121 1.8888 0.6282 -0.058 0.035 0.040
H -2.8118 2.5622 2.2875 0.007 0.011 -0.014
H -5.2183 2.2646 1.7741 0.016 -0.007 0.019
H -5.9088 1.2559 -0.3719 -0.005 0.007 0.035
H -4.2174 0.5239 -1.9991 -0.035 -0.008 0.004
H 0.9064 -4.0519 -0.0543 -0.052 -0.104 0.065
H 2.2013 -5.4774 1.5152 -0.061 0.002 -0.055
H 4.3829 -4.9785 3.5164 -0.007 0.026 -0.015
H 2.9336 -5.0661 4.4869 -0.003 0.011 -0.023
H 5.1014 -3.1102 4.7956 -0.017 -0.021 -0.035
H 3.6299 -3.1838 5.7302 -0.017 0.010 -0.025
H 4.2084 -0.2446 5.0023 -0.050 0.087 -0.001
H 3.1658 1.3243 3.3984 0.108 -0.006 0.136
H 3.5425 3.5609 1.8506 0.026 0.012 0.017
H 5.7830 4.2394 1.0638 -0.011 -0.006 0.016
H 6.9650 2.8932 -0.6278 0.004 -0.006 0.017
H 5.9278 0.8480 -1.5406 -0.016 -0.001 -0.004
H 3.6710 0.1635 -0.7796 0.070 -0.038 -0.018
H 0.4238 1.1483 3.6685 0.004 0.025 0.040
H -0.8093 2.9070 4.8906 0.020 -0.020 0.000
H -0.9510 5.1880 3.9742 0.013 0.007 0.002
H 0.1316 5.7274 1.8103 -0.005 0.012 0.036
H 1.3622 3.9790 0.5875 0.041 0.038 0.046
S 0.8693 4.2834 -2.1571 0.739 -0.926 -0.739
C 1.1876 2.8000 -1.9630 -1.838 0.868 2.275